41
Properties=species:S:1:pos:R:3 method="wB97M-V/def2-TZVPD" homo_ev="-14.4 / -15.6" lumo_energy_ev="-8.295 / -10.363" spin_multiplicity=3 homo_lumo_gap_ev="6.066 / 5.216" total_charge=+2
H 2.687 2.160 -2.050
H 1.785 0.284 0.099
H -2.860 2.297 -2.352
H 1.404 1.637 5.826
H -3.920 0.211 -0.386
H -0.323 1.927 5.523
C -3.207 -1.512 -2.740
C 0.410 1.169 5.865
C 2.499 -0.323 -0.483
P -2.302 -0.038 -2.181
N 0.409 0.001 4.971
H -2.734 1.530 -3.944
H -2.532 -0.806 0.112
H -4.206 1.290 -2.952
C 0.564 0.346 3.673
H 2.712 -1.745 -3.992
C 2.987 1.349 -2.727
C -3.117 1.402 -2.928
H -2.350 0.954 0.040
H 2.417 -1.374 -0.177
H -2.856 -1.771 -3.744
H 3.517 0.051 -0.286
H 0.192 0.868 6.887
H 4.112 -1.332 -2.959
C 3.039 -1.565 -2.963
H 4.069 1.178 -2.648
Cl 1.189 -0.108 -5.017
H -2.973 -2.348 -2.070
H -4.292 -1.358 -2.754
H -0.136 -1.423 6.370
H 0.043 -2.061 4.688
H -1.423 -1.094 5.162
H 2.842 -2.461 -2.363
I 0.180 2.023 1.417
C -0.335 -1.218 5.307
C -2.827 0.093 -0.441
P 2.099 -0.170 -2.258
Au -0.188 -0.158 -3.106
N 1.000 1.465 3.262
I -0.296 -0.993 2.074
H 2.721 1.622 -3.754